# 1
A cluster of 4 separate species, C43H90BBrClN9O3P in total, computed with ωB97M-V/def2-TZVPD.

ORCA input file:
```
! RIJCOSX wB97M-V def2-TZVPD def2/J DEFGRID3
* xyz 1 1
C -0.16389 -0.28025 4.01433
N 0.41610 0.24913 2.76087
C 1.67044 0.76153 2.99912
N 2.75763 -0.05574 2.96512
N 1.84774 2.02491 3.32845
C 1.05937 3.08857 2.66100
C 2.08720 3.94713 1.89641
C 3.06367 4.74591 2.77580
C 2.85942 6.25715 2.75632
Cl 3.89931 6.96275 1.46395
B 0.30236 4.02483 3.76386
N 0.07776 3.60541 5.11942
O -0.10770 5.27096 3.45012
C 0.11552 2.50162 1.61056
O -0.93100 3.47984 1.34076
C -1.03817 3.71905 0.07625
N -1.08983 3.84843 -1.05120
C -0.46824 1.10917 1.90641
C -0.61977 0.36325 0.54629
C 0.68429 -0.13250 -0.05464
C 0.44085 -1.09110 -1.22426
C -0.22424 -0.49547 -2.47741
C 0.74118 -0.27389 -3.66313
C 2.08305 0.38576 -3.33789
C 2.16132 1.87360 -3.73710
C 2.90649 2.76326 -2.75571
C 4.31421 2.29355 -2.42708
C 4.91655 3.14119 -1.28969
C 6.37153 3.53975 -1.47894
C 7.31682 2.34751 -1.63854
N 7.04496 1.35105 -0.62362
C 7.48631 1.39220 0.67140
C 7.01311 0.30467 1.35255
C 6.22709 -0.45826 0.43203
C 6.29150 0.22142 -0.75774
P -2.26646 1.11876 2.54272
O -2.40686 2.29999 3.66816
Br -3.55089 1.77230 0.84634
H 0.61826 -0.83208 4.53344
H -0.94074 -1.00155 3.82075
H -0.48065 0.49917 4.70444
H 2.75953 -0.86597 3.56192
H 3.56955 0.14123 2.39890
H 2.85191 2.20642 3.30512
H 1.59254 4.61957 1.20002
H 2.65945 3.23443 1.31332
H 4.05122 4.59551 2.35258
H 3.14145 4.36885 3.79475
H 3.15429 6.72847 3.68097
H 1.85985 6.55025 2.48081
H -0.88643 3.42266 5.35052
H 0.68824 2.87099 5.44635
H -0.04450 5.45962 2.50873
H 0.68868 2.43950 0.68970
H -1.23952 -0.51574 0.74160
H -1.15368 0.96746 -0.17680
H 1.24965 0.70373 -0.46767
H 1.30475 -0.66642 0.65585
H -0.09793 -1.96125 -0.85848
H 1.41229 -1.46816 -1.53268
H -0.95645 -1.22481 -2.81179
H -0.78772 0.41501 -2.28311
H 0.87301 -1.21763 -4.17896
H 0.22533 0.36486 -4.37484
H 2.38380 0.27160 -2.30287
H 2.84722 -0.11906 -3.92144
H 1.18881 2.31298 -3.93891
H 2.73212 1.92677 -4.66117
H 2.98276 3.75826 -3.19450
H 2.32960 2.89045 -1.83694
H 4.22255 1.28307 -2.05234
H 4.97827 2.32485 -3.28539
H 4.81871 2.61712 -0.33661
H 4.33331 4.05577 -1.21997
H 6.67660 4.10975 -0.60385
H 6.43855 4.21081 -2.33237
H 7.23721 1.93398 -2.63342
H 8.32387 2.71097 -1.47436
H 8.12362 2.14859 1.09176
H 7.17614 0.04180 2.37939
H 5.68999 -1.37196 0.58751
H 5.81979 -0.03634 -1.68610
H -2.41932 1.84657 4.52002
C -8.22411 2.14871 2.81366
C -8.16588 1.50456 4.19079
N -6.92661 0.78927 4.43443
C -6.97071 -0.06107 5.61152
C -7.13890 0.60466 6.98320
C -5.71549 1.56167 4.25372
C -5.53967 2.83484 5.09639
H -8.03578 1.41216 2.03149
H -9.21461 2.57259 2.64820
H -7.50278 2.96055 2.70754
H -8.98532 0.78553 4.26128
H -8.36341 2.27591 4.95132
H -6.06756 -0.67897 5.62543
H -7.79637 -0.76504 5.47300
H -6.22448 1.09450 7.31630
H -7.38290 -0.15387 7.72909
H -7.94568 1.33730 6.98875
H -5.64120 1.84740 3.20198
H -4.85524 0.90255 4.41855
H -6.44491 3.44081 5.11911
H -4.74717 3.45197 4.66611
H -5.24988 2.61258 6.12312
C 1.62641 -3.21651 -6.22718
C 0.27417 -3.37302 -6.90650
N 0.21931 -2.75471 -8.21484
C -1.12904 -2.64678 -8.74511
C -1.89177 -3.94086 -9.05447
C 1.23997 -3.18234 -9.15633
C 1.32979 -4.67676 -9.49391
H 1.91842 -2.16579 -6.17728
H 1.57282 -3.60223 -5.20709
H 2.41233 -3.77002 -6.74152
H -0.47843 -2.89077 -6.27539
H 0.01548 -4.44360 -6.93294
H -1.09676 -2.03014 -9.64687
H -1.71764 -2.06967 -8.02440
H -1.52508 -4.42511 -9.95806
H -2.94578 -3.71147 -9.22183
H -1.84080 -4.65600 -8.23296
H 2.21120 -2.86453 -8.76796
H 1.11458 -2.61250 -10.07960
H 1.26731 -5.30525 -8.60446
H 2.28850 -4.88591 -9.97211
H 0.55260 -4.98847 -10.18922
C -1.31931 -6.92878 3.18555
C -2.07251 -5.65120 2.84867
N -1.22545 -4.62428 2.26662
C -1.85781 -3.32340 2.20599
C -3.09138 -3.14318 1.31282
C -0.47628 -5.01725 1.08446
C -1.25998 -5.52875 -0.13118
H -0.46261 -6.71898 3.82710
H -1.97975 -7.61435 3.71633
H -0.96586 -7.44565 2.29298
H -2.49190 -5.25262 3.77635
H -2.92838 -5.90378 2.20470
H -1.09934 -2.58635 1.90940
H -2.14202 -3.04984 3.23007
H -2.82863 -3.11416 0.25575
H -3.57782 -2.19223 1.54681
H -3.82773 -3.93096 1.46606
H 0.23430 -5.79261 1.37996
H 0.14973 -4.17306 0.77849
H -2.03504 -6.24214 0.14951
H -0.58026 -6.04077 -0.81450
H -1.72561 -4.71944 -0.69205
*
```

For the energy, the calculation gives -158128.8635 eV. The calculation puts the frontier orbital gap at 5.42 eV. For the HOMO energy, the calculation gives -9.370 eV.



# 2
A cluster of 3 separate species, C43H90FN5O2PS in total, computed with ωB97M-V/def2-TZVPD.

ORCA input file:
```
! RIJCOSX wB97M-V def2-TZVPD def2/J DEFGRID3
* xyz 1 3
C 4.15119 4.07215 3.35491
C 3.53426 5.03866 2.27336
C 2.57251 4.21964 1.31321
C 1.04132 4.57361 1.57611
C 0.14928 3.27447 1.76940
C -0.25043 3.06266 3.28181
C -1.72984 2.49714 3.37876
C -1.82607 1.13234 4.18316
C -2.85318 0.15195 3.48702
C -2.19632 -1.03201 2.70109
C -1.12216 -0.59806 1.63598
C -0.21729 -1.88456 1.35220
C 1.04201 -1.85332 2.29890
C 2.43151 -2.24017 1.65593
P 2.12863 -3.70069 0.45893
S 3.65087 -4.87919 0.22093
C 3.11748 -3.05384 2.85322
C 4.66983 -2.69037 2.83918
C 4.71314 -1.69548 1.62929
C 5.98358 -0.75941 1.59955
C 6.67289 -0.48718 2.98347
C 7.80932 -1.52485 3.29888
F 8.99800 -0.97782 2.77349
N 3.35422 -1.14759 1.15791
C 3.04843 0.27679 1.52575
C 3.42119 0.76177 2.97237
N 3.17037 -0.17063 4.07558
N 3.49521 -1.27063 -0.25774
C 2.38258 -0.72592 -1.07340
C 2.74899 0.59864 -1.88290
C 1.72840 1.78917 -1.60008
H 4.80564 4.62527 4.07706
H 3.30964 3.66519 3.96826
H 4.73576 3.26771 2.84749
H 4.35970 5.52683 1.70721
H 2.99618 5.84171 2.82985
H 2.77312 3.12397 1.43966
H 2.85155 4.51308 0.26918
H 0.70609 5.16554 0.69530
H 1.00662 5.24946 2.46347
H 0.69611 2.38473 1.37345
H -0.78569 3.41193 1.17221
H -0.21481 4.06522 3.77598
H 0.43149 2.37526 3.83924
H -2.33644 3.28912 3.88921
H -2.21928 2.33816 2.38804
H -2.26834 1.40137 5.17819
H -0.82993 0.67178 4.38584
H -3.45457 -0.31122 4.31452
H -3.58385 0.73517 2.87647
H -3.01299 -1.55793 2.14588
H -1.76007 -1.75862 3.43671
H -0.50700 0.27825 1.95877
H -1.65359 -0.33389 0.68476
H -0.01024 -1.90194 0.25972
H -0.86286 -2.76303 1.59039
H 1.02000 -0.87886 2.83777
H 0.85065 -2.61924 3.09251
H 1.09577 -4.48265 1.08120
H 1.54150 -3.22605 -0.75649
H 2.91268 -4.14460 2.90930
H 2.79957 -2.70060 3.86635
H 4.84935 -2.31950 3.86505
H 5.29570 -3.55134 2.51862
H 4.93364 -2.39828 0.78493
H 5.75228 0.24288 1.15070
H 6.76430 -1.20152 0.92870
H 5.96445 -0.47068 3.84883
H 7.14884 0.52742 2.98453
H 7.99064 -1.63454 4.38909
H 7.60774 -2.50425 2.81507
H 1.96992 0.53880 1.37699
H 3.63137 0.92061 0.81961
H 4.47411 1.13951 2.96576
H 2.80342 1.68312 3.16338
H 3.90649 -0.05623 4.76239
H 2.24726 -0.07883 4.48071
H 4.33524 -0.81204 -0.60783
H 1.41232 -0.59533 -0.55056
H 2.18834 -1.48749 -1.87756
H 3.78551 0.95434 -1.67692
H 2.66144 0.37990 -2.97718
H 1.50242 2.27595 -2.57522
H 2.27097 2.53232 -0.96924
H 0.80943 1.39595 -1.11516
C -10.04052 2.16838 1.18912
C -8.65273 2.73696 1.55979
C -8.22116 3.72960 0.47173
C -7.89068 3.03459 -0.84565
C -6.85106 1.93613 -0.64165
C -7.14043 0.97137 0.52341
N -7.65252 1.64900 1.74637
O -6.61215 2.16473 2.38496
C -8.14639 -0.11975 0.09930
C -5.84571 0.17735 0.79263
C -8.91536 3.49189 2.87560
H -10.80689 2.93942 1.28823
H -10.11758 1.82440 0.16059
H -10.31967 1.34424 1.85027
H -7.34414 4.29656 0.80382
H -9.00988 4.46790 0.30348
H -8.79258 2.62224 -1.30631
H -7.50336 3.77076 -1.55536
H -6.74467 1.36843 -1.57016
H -5.88389 2.42443 -0.47573
H -8.39037 -0.76773 0.94380
H -7.71952 -0.75347 -0.68110
H -9.07432 0.26834 -0.31378
H -4.99126 0.82938 0.98296
H -5.58221 -0.43062 -0.07536
H -5.96048 -0.49622 1.64576
H -9.24880 2.80474 3.65682
H -9.69633 4.24099 2.73720
H -8.03699 4.02347 3.24268
C 1.69734 -3.68719 -8.39123
C 1.78886 -2.42206 -7.50935
C 3.18270 -2.36823 -6.86890
C 3.37581 -3.45305 -5.81364
C 2.27076 -3.39960 -4.76254
C 0.83850 -3.31494 -5.32352
N 0.70685 -2.39433 -6.48574
O 0.63372 -1.15915 -6.01233
C 0.32257 -4.71113 -5.73144
C -0.08796 -2.92072 -4.15458
C 1.63792 -1.27023 -8.51968
H 2.33272 -3.58382 -9.27280
H 2.04088 -4.59469 -7.90063
H 0.67583 -3.85084 -8.74292
H 3.34804 -1.38865 -6.40559
H 3.95297 -2.47038 -7.63795
H 3.41267 -4.44369 -6.27441
H 4.34503 -3.31485 -5.32611
H 2.35792 -4.27217 -4.10854
H 2.46285 -2.52625 -4.12608
H -0.67068 -4.63865 -6.17901
H 0.23604 -5.35963 -4.85685
H 0.97272 -5.23955 -6.42439
H 0.23168 -1.99834 -3.66393
H -0.08421 -3.69701 -3.38567
H -1.12020 -2.79123 -4.48677
H 0.66021 -1.30652 -9.00552
H 2.39832 -1.34291 -9.29857
H 1.75426 -0.28689 -8.06319
*
```

For the energy, the calculation gives -80424.1326 eV. The calculation puts the frontier orbital gap (alpha / beta) at 8.32 / 9.04 eV. As for the expectation value of S²: 2.0085. For the HOMO energy (alpha / beta), the calculation gives -10.208 / -10.930 eV.



Among the records above, which one has the lowest energy? C43H90BBrClN9O3P



energy of number 1 (C43H90BBrClN9O3P)? -158128.8635 eV



Among the records above, which one has the lowest energy? C43H90BBrClN9O3P